{"formula": "C27H68ClN3O18P5", "method": "ωB97M-V/def2-TZVPD", "symbols": ["Cl", "P", "P", "P", "P", "P", "O", "O", "O", "O", "O", "O", "O", "O", "O", "O", "O", "O", "O", "O", "O", "O", "O", "O", "N", "N", "N", "C", "C", "C", "C", "C", "C", "C", "C", "C", "C", "C", "C", "C", "C", "C", "C", "C", "C", "C", "C", "C", "C", "C", "C", "C", "C", "C", "H", "H", "H", "H", "H", "H", "H", "H", "H", "H", "H", "H", "H", "H", "H", "H", "H", "H", "H", "H", "H", "H", "H", "H", "H", "H", "H", "H", "H", "H", "H", "H", "H", "H", "H", "H", "H", "H", "H", "H", "H", "H", "H", "H", "H", "H", "H", "H", "H", "H", "H", "H", "H", "H", "H", "H", "H", "H", "H", "H", "H", "H", "H", "H", "H", "H", "H", "H"], "positions_angstrom": [[-0.117, -3.888, 0.166], [-1.560, 0.776, 1.919], [4.034, -3.376, -2.789], [1.520, 5.919, 1.972], [0.921, -1.892, 4.492], [-5.052, -2.582, -4.070], [2.470, 4.810, 1.845], [5.205, -2.390, -3.124], [2.076, 6.908, 3.111], [4.427, -3.723, -1.261], [2.265, -2.737, 4.196], [-6.479, -2.018, -3.743], [-0.580, 1.735, 1.417], [1.034, -0.220, 0.116], [0.000, 5.921, 2.358], [0.682, -2.201, 1.909], [-2.407, 0.087, 0.744], [1.606, 6.931, 0.741], [-4.535, -1.647, -5.249], [-2.629, 1.483, 2.863], [-4.232, -1.906, -2.846], [4.480, -4.744, -3.472], [2.582, -3.177, -2.828], [-4.578, -3.961, -4.188], [1.334, -0.525, 5.428], [-1.845, -1.742, 3.093], [-3.211, -1.327, 3.176], [-0.446, -2.449, 1.130], [-0.607, 6.592, 3.478], [4.990, -4.093, -5.790], [0.549, -1.096, 2.802], [4.464, 7.332, 3.194], [-4.884, -1.952, -6.613], [1.341, 6.463, -0.590], [1.610, -0.019, 2.499], [-5.096, -0.759, 4.601], [4.190, -4.983, -4.861], [-1.874, -2.448, -2.655], [-0.113, 6.095, -0.807], [3.278, 6.645, 3.836], [-3.869, -1.668, 4.441], [-6.865, -1.205, -2.626], [2.086, 0.021, 1.039], [-1.584, -2.814, 2.061], [7.336, -2.965, -2.081], [-3.270, -2.646, -2.104], [2.690, 1.410, 0.778], [-0.809, 8.063, 3.207], [-6.357, -1.747, -6.903], [6.244, -1.934, -2.239], [-6.490, 0.244, -2.832], [3.435, -3.773, -0.241], [-0.882, -0.553, 3.012], [2.924, -5.183, -0.038], [2.619, -3.084, -0.462], [-2.017, 0.382, -0.095], [-6.465, -1.610, -1.697], [-6.675, -0.747, -6.605], [-1.828, -2.678, -3.718], [6.943, -3.921, -1.739], [2.571, -5.615, -0.976], [6.650, -1.038, -2.708], [-2.483, -3.065, 1.501], [-6.747, 0.820, -1.942], [3.446, 5.573, 3.935], [-6.551, -1.880, -7.967], [1.244, 0.948, 2.841], [2.318, -0.518, 5.690], [-3.196, -1.477, 5.278], [0.842, -0.605, 6.314], [-0.663, -1.667, 0.408], [5.827, -1.622, -1.282], [4.346, 8.415, 3.240], [-0.767, 6.917, -0.516], [-4.200, -2.711, 4.448], [-0.040, 6.413, 4.390], [-1.614, -2.177, 3.997], [3.720, 1.479, 1.132], [3.120, 7.039, 4.842], [-1.275, -3.719, 2.586], [-7.032, 0.658, -3.683], [4.822, -4.386, -6.827], [7.835, -3.138, -3.036], [8.075, -2.610, -1.362], [1.625, 7.278, -1.253], [-1.508, 8.204, 2.381], [-1.565, -1.405, -2.544], [6.055, -4.162, -5.569], [3.118, -4.858, -5.030], [-0.396, 5.225, -0.209], [-0.895, -0.118, 4.019], [-5.426, 0.359, -3.034], [4.435, -6.028, -5.039], [-5.914, -1.274, 5.099], [2.110, -5.194, 0.682], [-6.974, -2.462, -6.356], [-1.158, -3.079, -2.132], [4.547, 7.058, 2.142], [2.122, 2.175, 1.310], [-0.288, 5.855, -1.856], [-7.949, -1.297, -2.562], [-3.440, 1.690, 2.380], [3.913, -3.418, 0.677], [-3.720, -1.619, 2.353], [5.389, 7.061, 3.703], [-4.581, -2.976, -6.840], [-5.447, -0.471, 3.606], [-3.323, -2.266, -1.075], [0.883, 0.589, -0.380], [2.492, -0.211, 3.122], [3.719, -5.832, 0.332], [2.680, 1.659, -0.285], [4.702, -3.045, -5.685], [0.123, 8.554, 2.935], [1.993, 5.614, -0.810], [-4.283, -1.284, -7.227], [2.910, -0.686, 0.905], [2.992, -2.221, 3.817], [-3.532, -3.703, -2.067], [-1.574, 6.107, 3.614], [-4.847, 0.163, 5.120], [-1.217, 8.547, 4.095]], "homo_lumo_gap_ev": 9.495, "total_charge": 1, "spin_multiplicity": 1, "e_tot_ha": -4755.25436, "relative_energy_kcal_mol": 0.00, "e_lumo_ev": -2.3}


{"formula": "C27H70Li4N6O12", "method": "ωB97M-V/def2-TZVPD", "symbols": ["O", "O", "O", "O", "O", "O", "O", "O", "O", "O", "O", "O", "N", "N", "N", "N", "N", "N", "C", "C", "C", "C", "C", "C", "C", "C", "C", "C", "C", "C", "C", "C", "C", "C", "C", "C", "C", "C", "C", "C", "C", "C", "C", "C", "C", "Li", "Li", "Li", "Li", "H", "H", "H", "H", "H", "H", "H", "H", "H", "H", "H", "H", "H", "H", "H", "H", "H", "H", "H", "H", "H", "H", "H", "H", "H", "H", "H", "H", "H", "H", "H", "H", "H", "H", "H", "H", "H", "H", "H", "H", "H", "H", "H", "H", "H", "H", "H", "H", "H", "H", "H", "H", "H", "H", "H", "H", "H", "H", "H", "H", "H", "H", "H", "H", "H", "H", "H", "H", "H", "H"], "positions_angstrom": [[-5.126, -1.410, -2.369], [1.692, -0.293, 4.134], [-4.601, 3.540, -1.553], [1.144, -4.018, -1.003], [-3.229, -1.737, 3.137], [-1.194, 4.785, 1.253], [3.872, 2.944, 1.059], [-0.213, 0.186, -2.603], [-0.881, 2.578, -4.078], [2.339, 0.926, -1.038], [-1.679, -1.093, -5.828], [5.752, -4.786, 3.124], [3.162, -3.569, 3.254], [-3.382, 0.053, -2.988], [1.307, 4.081, 0.429], [-0.836, -2.924, -3.853], [-4.156, 1.322, 1.289], [-2.942, -1.793, -1.519], [6.432, -5.878, 2.520], [-3.911, -1.060, -2.281], [0.631, -0.339, 3.230], [-3.420, -0.365, 2.898], [-1.979, -2.201, 2.740], [2.822, -2.187, 3.080], [3.184, 3.785, 1.990], [-4.671, 3.166, -0.229], [1.095, 0.447, -0.515], [-2.149, -2.450, -5.834], [4.004, -3.877, 4.440], [-3.424, 4.260, -1.848], [-1.058, -3.320, -5.232], [4.633, 1.968, 1.738], [2.242, -1.557, 4.326], [4.841, -5.113, 4.179], [-0.542, 5.764, 0.508], [-4.220, 1.729, -0.087], [-2.503, -0.120, -6.526], [2.297, 4.778, 1.314], [-2.199, 5.337, 2.064], [0.113, -3.766, -3.141], [-3.562, -0.035, 1.449], [0.487, 5.068, -0.353], [-0.146, 0.715, -1.288], [0.374, -3.135, -1.797], [1.758, -3.356, 0.061], [-0.372, -0.811, -4.338], [1.747, 0.703, -3.187], [2.677, 2.910, -0.710], [4.076, -0.054, -1.462], [0.963, -2.904, 0.684], [-2.847, 0.645, -5.806], [3.012, -1.462, 5.091], [-0.952, 0.199, -0.758], [-3.073, -2.588, -5.244], [-2.660, 0.238, 3.432], [3.641, -3.927, 2.446], [-0.095, -1.126, 3.475], [-3.370, -0.547, -7.009], [-2.987, 5.743, 1.422], [-2.005, -1.441, -1.427], [-4.355, -0.122, 3.416], [-3.520, 5.310, -1.520], [-1.852, 6.130, 2.728], [-4.032, 0.638, -3.469], [-0.019, 4.507, -1.145], [-3.274, 4.275, -2.928], [1.006, -0.540, 2.205], [0.119, 0.619, 3.190], [-1.807, -3.173, 3.209], [2.380, -2.487, -0.283], [4.748, -3.097, 4.666], [5.362, -5.521, 5.062], [-2.405, 0.281, -2.938], [3.629, -1.570, 2.614], [-1.717, -2.840, -3.343], [4.269, -6.005, 3.830], [-3.666, 1.994, 1.875], [-0.601, -3.028, -1.272], [2.896, 5.492, 0.744], [-1.153, -1.527, 3.007], [2.587, 3.217, 2.721], [-0.105, 3.117, -3.867], [2.023, -2.136, 2.318], [-3.174, 1.735, -0.486], [7.120, -5.462, 1.792], [-4.814, 1.023, -0.658], [1.466, -2.230, 4.725], [-4.053, 3.797, 0.422], [-0.082, 6.475, 1.217], [-2.534, 3.811, -1.377], [-5.696, 3.268, 0.138], [-3.201, -2.633, -1.050], [-4.241, -0.742, 0.967], [6.986, -6.467, 3.267], [3.949, 4.310, 2.584], [0.949, 0.913, 0.475], [1.041, -3.828, -3.723], [1.739, 5.339, 2.066], [-0.854, 1.806, -3.446], [-2.561, -0.046, 0.956], [5.740, -6.569, 2.003], [-2.601, 4.499, 2.623], [-1.207, 6.403, -0.093], [2.382, -4.004, 0.644], [-0.138, -3.270, -5.825], [1.191, -0.618, -0.260], [1.126, 5.815, -0.828], [4.112, 1.591, 2.614], [4.794, 1.098, 1.096], [0.810, -2.122, -1.906], [3.364, -4.092, 5.299], [-1.439, -4.352, -5.359], [-0.182, -4.808, -2.947], [-2.376, -2.790, -6.852], [5.592, 2.416, 1.996], [0.580, 3.706, 1.060], [-0.381, 1.793, -1.280], [-1.959, -2.419, 1.650], [-1.875, 0.488, -7.186]], "homo_lumo_gap_ev": 4.934, "total_charge": 2, "spin_multiplicity": 1, "e_tot_ha": -2331.77317, "relative_energy_kcal_mol": 0.00, "e_lumo_ev": -7.4}


Number 1: HOMO level -11.782 eV. Number 2: HOMO level -12.294 eV.